A molecular structure, C24H68As2F12N5O5, computed with ωB97M-V/def2-TZVPD.

Properties
electronic energy: -197947.4877 eV
M: 884.7 g mol⁻¹
orbital gap: 0.3120 Eh
net charge: +3
highest occupied orbital energy: -0.5673 Ha

```
116
Properties=species:S:1:pos:R:3:forces:R:3:lowdin_charge:R:1
C 1.688023 -1.251994 -2.572606 -0.443 -0.573 -0.001 -0.040
C 1.297631 -0.690266 -3.930327 1.391 -0.238 -0.271 -0.137
N 1.282221 0.823706 -4.007884 0.018 1.115 -0.373 -0.244
C 2.715826 1.297282 -3.973053 0.753 0.145 0.075 0.017
C 0.713121 1.275276 -5.349242 0.568 -0.392 -0.523 -0.155
C -0.732722 0.898257 -5.622020 0.117 0.724 -0.402 -0.040
C 0.479649 1.401862 -2.861055 1.182 0.599 -0.061 -0.082
C 0.165150 2.884349 -2.992456 -1.347 0.012 0.217 -0.229
O 1.287765 3.670817 -3.245013 0.551 -0.177 -0.302 -0.211
C 0.962802 5.018801 -3.538232 -0.364 0.274 -0.008 -0.065
H 1.702151 -2.344860 -2.605281 -0.123 -0.017 -0.382 0.100
H 0.973464 -1.043335 -1.778740 0.225 0.320 0.095 0.054
H 2.718880 -1.009161 -2.322096 -0.148 0.365 0.257 0.079
H 0.403396 -1.100017 -4.388312 -0.189 0.138 0.373 0.124
H 2.137792 -0.912983 -4.589672 -0.309 -0.364 -0.286 0.133
H 3.302323 0.847437 -4.773987 -0.361 -0.434 0.020 0.119
H 3.184993 1.051056 -3.022967 -0.243 -0.203 0.033 0.105
H 2.850332 2.363596 -4.116885 -0.731 0.064 0.103 0.101
H 1.410307 0.909084 -6.107015 -0.219 -0.741 0.116 0.140
H 0.894362 2.340857 -5.497112 -0.353 0.173 0.757 0.132
H -1.019681 -0.140522 -5.485950 0.154 0.011 0.174 0.081
H -0.897147 1.123015 -6.677736 -0.032 -0.078 -0.010 0.103
H -1.401323 1.575005 -5.090634 -0.154 -0.293 0.159 0.073
H 1.116745 1.314996 -1.980991 -0.220 -0.539 0.076 0.113
H -0.420639 0.799508 -2.783711 -0.059 0.125 0.243 0.139
H -0.303462 3.213245 -2.051797 0.151 -0.258 0.298 0.120
H -0.679232 3.022805 -3.679629 0.463 0.260 -0.594 0.122
H 1.844422 5.651233 -3.625941 0.294 -0.428 0.246 0.101
H 0.340574 5.399199 -2.721433 -0.161 0.241 -0.218 0.088
H 0.459304 5.100934 -4.505388 -0.314 -0.070 0.158 0.103
C 2.960865 -4.811222 3.772903 -0.385 -0.600 1.105 -0.040
C 3.005894 -3.680213 2.768087 0.332 -1.551 -0.246 -0.307
C 3.970602 -3.971310 1.597095 -0.621 0.814 -0.184 -0.155
O 3.749189 -3.066145 0.531830 -0.349 0.402 -0.159 -0.185
C 4.067726 -1.702764 0.788964 0.733 -0.918 0.300 -0.087
N 1.593731 -3.491337 2.257018 1.009 0.875 1.128 0.223
H 1.574727 -2.555253 1.828003 -0.420 -0.817 -0.793 0.080
H 1.300601 -4.290421 1.684881 0.005 0.137 -0.624 0.116
H 0.990227 -3.411345 3.074060 -0.093 -0.233 -0.042 0.158
H 2.592340 -5.787754 3.446363 0.102 0.242 -0.846 0.097
H 2.249420 -4.575621 4.573579 0.231 0.280 0.139 0.085
H 3.905889 -5.044761 4.262402 0.152 0.403 -0.148 0.100
H 3.312228 -2.757895 3.257139 -0.261 0.082 0.035 0.141
H 3.813644 -4.936934 1.122012 -0.057 -0.223 0.403 0.135
H 4.979140 -3.895553 2.012431 0.151 -0.081 -0.119 0.142
H 3.772222 -1.113090 -0.072500 -0.178 -0.018 0.036 0.073
H 5.153463 -1.644472 0.915027 0.031 0.326 0.052 0.101
H 3.594080 -1.343029 1.705949 -0.110 0.278 -0.130 0.065
C -2.676931 2.584289 5.353634 0.087 -1.542 0.908 -0.021
C -3.757036 1.913610 4.507554 0.079 1.838 0.468 -0.298
C -4.015370 2.722775 3.226360 -0.617 -2.128 -0.850 -0.163
O -3.040375 2.325240 2.277443 0.688 0.804 0.334 -0.222
C -3.145922 3.031319 1.048415 -0.029 -0.588 -0.661 -0.083
N -3.401691 0.496526 4.144686 0.803 1.156 -0.430 0.241
H -4.222308 0.076520 3.713849 0.203 -0.472 0.060 0.174
H -2.637576 0.579716 3.454135 -0.121 -0.342 -0.293 0.129
H -3.031203 -0.019899 4.942801 -0.384 -0.152 0.056 0.181
H -1.681932 2.477565 4.920217 -0.067 0.337 -0.270 0.091
H -2.632604 2.049754 6.309599 0.124 0.085 0.049 0.093
H -2.912745 3.606930 5.631422 -0.094 0.091 -0.426 0.102
H -4.691504 1.835841 5.061726 0.033 0.183 0.106 0.159
H -4.065353 3.800445 3.361214 -0.005 -0.011 0.327 0.147
H -4.961907 2.314555 2.843321 -0.367 0.723 -0.100 0.135
H -2.372445 2.660453 0.376444 -0.034 -0.350 0.158 0.074
H -2.983682 4.111160 1.077027 -0.280 0.052 0.641 0.093
H -4.119823 2.802646 0.608963 -0.052 0.270 -0.128 0.101
C -0.077328 4.564407 1.008340 0.904 -0.181 -0.276 -0.027
C 1.410809 4.453356 1.335850 0.224 -0.875 0.702 -0.291
C 2.359908 4.381552 0.133701 -0.315 1.236 -0.539 -0.199
O 3.697278 4.422269 0.558645 -0.072 -1.219 0.903 -0.169
C 4.421870 3.229247 0.243307 0.349 -0.616 -0.152 -0.059
N 1.916996 5.529971 2.280284 0.709 1.704 -0.815 0.230
H 1.274174 5.963824 2.945037 -0.246 -0.640 0.139 0.179
H 2.785036 5.250483 2.744560 -0.179 -0.322 0.117 0.175
H 2.238075 6.333105 1.721840 -0.089 -0.052 -0.097 0.178
H -0.306249 3.706213 0.375887 0.073 0.101 -0.193 0.062
H -0.240364 5.485968 0.449336 -0.398 0.014 0.092 0.101
H -0.743811 4.432416 1.858397 0.211 0.382 0.212 0.079
H 1.637113 3.563766 1.927377 -0.435 -0.301 -0.226 0.144
H 2.325858 5.233561 -0.562318 -0.853 0.177 0.271 0.145
H 2.022505 3.534769 -0.469945 0.516 -0.366 0.197 0.122
H 5.296589 3.081992 0.876547 0.214 0.892 -0.176 0.100
H 4.676278 3.305524 -0.814714 0.328 -0.329 0.081 0.099
H 3.901419 2.285616 0.442586 -0.740 0.347 -0.200 0.075
C -3.468908 -5.210810 -1.247033 0.925 -0.495 -0.006 -0.032
C -3.638926 -4.346805 -0.048771 -1.321 0.814 0.159 -0.273
C -3.188587 -2.876034 -0.162159 0.029 -0.270 -0.491 -0.157
O -4.282742 -2.132041 -0.675264 -0.359 0.103 -0.146 -0.195
C -4.003110 -0.752930 -0.676244 0.690 0.720 0.436 -0.089
N -5.151106 -4.275788 0.289697 0.454 -0.219 1.435 0.213
H -5.530287 -5.214944 0.420622 -0.110 -0.023 -0.510 0.176
H -5.173570 -3.868403 1.225601 -0.425 0.217 -0.105 0.162
H -5.722975 -3.686384 -0.315855 0.240 -0.119 -0.318 0.164
H -3.707550 -6.236245 -0.961263 -0.157 -0.055 -0.318 0.106
H -2.395935 -5.223043 -1.436089 -0.011 -0.109 -0.309 0.062
H -3.985395 -4.907187 -2.155166 -0.179 0.183 0.156 0.109
H -3.256899 -4.823309 0.852935 0.497 -0.001 -0.211 0.155
H -2.343942 -2.842820 -0.855528 0.112 0.015 0.068 0.136
H -2.858462 -2.429004 0.780481 -0.032 -0.204 0.216 0.118
H -3.082402 -0.541827 -1.226384 0.021 -0.038 -0.103 0.088
H -3.834171 -0.400745 0.350450 0.112 -0.080 0.101 0.076
H -4.787792 -0.109850 -1.070289 -0.354 -0.678 -0.285 0.100
As 0.332608 0.028878 1.398573 1.551 0.649 -0.712 0.847
F -0.103136 1.577504 2.100162 0.399 -0.434 0.210 -0.257
F -0.504185 0.527393 -0.047856 -0.314 -0.559 0.279 -0.251
F 0.835188 -1.501381 0.641774 -1.085 1.227 0.195 -0.254
F 1.271819 -0.527973 2.771938 -0.526 0.567 -0.213 -0.243
F -1.134563 -0.596275 2.162457 0.406 -0.213 -0.544 -0.269
F 1.782469 0.815283 0.683935 -0.892 -0.529 0.706 -0.276
As 0.668416 -5.731143 -0.900313 0.641 -0.962 -2.200 0.783
F 0.190198 -4.063153 -0.493871 0.381 -0.251 0.316 -0.298
F 2.197747 -5.213789 -1.579420 -0.751 0.267 0.524 -0.251
F 1.059458 -7.375071 -1.360694 -0.415 1.050 0.722 -0.233
F -0.856255 -6.232497 -0.208242 0.264 0.027 0.215 -0.261
F -0.100788 -5.474711 -2.453372 -0.030 0.036 0.528 -0.263
F 1.465017 -5.892439 0.653582 -0.299 0.294 0.336 -0.257
```
Forces are in eV/Å.